C3H10NS2 in the gas phase, computed with ωB97M-V with the def2-TZVPD basis set.

```
! RIJCOSX wB97M-V def2-TZVPD def2/J DEFGRID3
* xyz 0 2
N -0.737 -1.072 1.465
C -0.821 -1.153 -0.094
C -1.154 -2.554 -0.550
C 0.590 -0.772 -0.556
S 0.772 0.918 -1.066
S 0.440 2.070 0.678
H -1.576 -0.826 2.036
H -0.580 -1.975 1.950
H 0.062 -0.414 2.015
H -1.717 -0.494 -0.233
H -2.160 -2.835 -0.842
H -0.507 -2.962 -1.455
H -0.737 -3.238 0.179
H 1.416 -1.254 -0.011
H 0.718 -1.196 -1.617
H -0.839 1.757 1.139
*
```

## Properties
**Expectation value of S²**: 0.751
**Frontier orbital gap (alpha / beta)**: 4.23 / 9.44 eV
**M**: 124.25 g/mol
**HOMO energy (alpha / beta)**: -3.91 / -9.11 eV
**Electronic energy**: -26429.3618 eV
**Relative energy (zero: lowest compared OMol25 entry of this formula, charge and spin)**: 55.7 kcal/mol
**F_max**: 0.065 hartree/bohr